DFT (ωB97M-V/def2-TZVPD) results for a 6-piece molecular cluster, C20H31Br4N3O overall in a non-equilibrium geometry.

Geometry as XYZ:
```
59
Properties=species:S:1:pos:R:3:forces:R:3
Br -0.91838 2.34423 -2.51179 -1.13 0.92 -0.86
Br -2.42799 0.63577 5.11389 0.25 0.38 -0.83
Br -4.17317 5.48241 -4.26797 0.75 -0.98 0.94
Br 0.28581 3.94929 3.38987 -0.16 -0.20 0.35
O 0.35640 -1.45297 0.92386 -0.65 -0.58 0.34
N 3.31395 1.28649 2.18624 0.97 -1.92 1.21
N 3.41552 -2.36517 0.91351 1.14 1.17 0.91
N -2.56734 -0.85400 -4.82147 -0.41 0.19 -0.39
C -4.59602 -0.31332 -4.04655 0.86 0.29 0.74
C -2.25311 3.29187 -3.73265 -0.32 0.36 -0.33
C 4.58203 1.27370 2.72614 1.38 2.04 -0.60
C -0.94965 -2.00652 1.37289 1.26 0.80 0.27
C -1.51900 1.79879 3.76743 -0.25 0.42 0.79
C -1.28744 -0.29514 -0.24902 2.06 -0.03 -2.05
C -0.42393 2.51034 4.50875 1.29 -0.80 0.65
C -3.22056 -0.20103 -3.85217 -1.39 0.75 1.65
C 5.25836 -3.52904 0.51001 1.42 0.90 0.86
C 4.76596 0.39935 3.77211 -2.22 0.50 -0.79
C -3.50191 -1.33186 -5.71022 -0.14 -0.74 0.02
C 4.20527 -4.23853 -0.02808 -3.23 0.82 -0.02
C -3.04031 4.41065 -2.99775 1.41 -0.46 -0.29
C 4.78655 -2.36829 1.11545 -0.67 -0.41 -0.48
C 0.13373 -0.90755 -0.37027 -0.93 0.92 0.28
C 3.04561 -3.45171 0.25949 0.59 -2.30 -1.21
C 3.47158 -0.19563 3.87810 -0.58 -0.37 -0.83
C -4.78120 -1.05068 -5.21344 1.28 -0.45 -1.30
C -1.97474 -1.32921 0.52670 -2.62 -0.49 0.58
C 2.64723 0.26644 2.83815 0.09 0.10 1.38
H 2.77304 -1.66083 1.24703 0.11 -0.13 0.07
H -2.77086 -0.84650 1.09353 0.02 -0.16 0.49
H -5.37862 0.03257 -3.38754 0.19 0.19 -0.04
H -2.92553 2.57762 -4.20782 0.12 -0.43 0.57
H 5.26333 -1.56619 1.65925 0.01 -0.15 -0.11
H 4.12289 -5.17257 -0.56399 0.45 0.05 0.11
H -0.67086 2.81945 5.52442 -0.63 0.81 -0.48
H -3.13235 -1.86911 -6.57115 -0.39 -0.06 0.00
H -2.51298 -2.11933 0.00314 0.13 0.35 -0.84
H -1.12019 -1.71143 2.40823 0.58 -0.41 0.18
H -1.16111 1.17744 2.94650 -0.12 0.06 0.17
H 3.21073 -0.90915 4.64572 -0.24 -0.15 -0.28
H 6.29738 -3.82371 0.51235 -0.02 0.03 -0.04
H -1.57707 -1.03634 -4.74277 -0.25 0.01 -0.62
H 5.24696 2.04504 2.36658 0.26 -0.16 -0.02
H 0.41131 1.85399 4.75306 0.20 -0.14 -0.64
H -1.17114 0.66400 0.25557 -0.30 -0.03 0.14
H -2.18689 2.59302 3.43392 -0.50 -0.62 -0.12
H -2.28132 5.07906 -2.59122 -0.38 0.33 -0.09
H 0.19385 -1.66649 -1.15033 -0.03 -0.20 -0.06
H -1.63928 -0.12243 -1.26611 -0.44 0.07 0.27
H -1.00107 -3.08493 1.22292 0.41 0.00 0.28
H -2.70422 0.33581 -3.07012 0.02 -0.26 -0.06
H -3.58988 3.99424 -2.15355 -0.48 0.21 -0.42
H 1.99947 -3.63542 0.06390 0.11 -0.04 -0.09
H 0.81097 -0.08954 -0.61582 0.57 -0.31 0.31
H 5.58150 0.25021 4.46424 0.08 0.21 -0.40
H 3.00543 1.81579 1.38327 0.17 -0.22 0.26
H -1.65076 3.67017 -4.55858 0.15 0.24 0.39
H -5.71929 -1.33200 -5.66868 0.16 0.03 -0.05
H 1.64329 -0.02113 2.56281 0.00 0.05 0.09
```
Positions in Å, forces in eV/Å.

Properties
Maximum force ... 3.33 eV/A
Orbital gap ... 7.45 eV
SMILES string ... c1cc[nH]c1.c1cc[nH]c1.c1cc[nH]c1.C1CCOC1.BrCCBr.BrCCBr